This record from the OMol25 dataset describes a 2-piece molecular cluster, C4H15N5 overall at a distorted geometry. The level of theory is ωB97M-V/def2-TZVPD.

Each line ends with the natural charge from an NBO analysis.
Element x y z (Å)
N 0.21 0.65 2.39  -0.675
N -1.50 0.37 -2.21  -0.844
N -2.33 -1.24 -0.73  -0.846
N 0.74 1.02 1.16  -0.285
N -1.86 1.02 0.01  -0.847
C -1.51 -0.07 -0.85  0.292
C 1.21 0.09 0.37  0.201
C 2.01 0.62 -0.80  -0.644
C 1.60 -1.30 0.84  -0.695
H -2.48 -1.47 0.25  0.360
H 3.07 0.66 -0.56  0.221
H 0.69 -0.11 2.87  0.344
H -0.37 -0.37 -0.48  0.104
H 2.24 -1.25 1.73  0.218
H 0.72 -1.87 1.09  0.231
H 1.88 -0.02 -1.66  0.210
H -1.42 -0.42 -2.85  0.370
H 2.15 -1.83 0.06  0.230
H 0.14 1.46 2.98  0.370
H -1.07 1.72 -0.02  0.368
H -3.24 -1.05 -1.14  0.364
H -1.83 0.75 0.99  0.366
H -0.74 1.02 -2.39  0.361
H 1.69 1.63 -1.04  0.226

The calculation puts the HOMO energy at -8.076 eV. For the HOMO-LUMO gap, the calculation gives 8.9 eV. For the energy above the lowest of the compared OMol25 structures with the same formula, charge and spin, the calculation gives 1.276 eV. The lowest unoccupied orbital energy is 0.8 eV.